Below is 4 unconnected molecules or ions with the total composition C4H7Cl9 in a non-equilibrium geometry, with properties calculated with the ωB97M-V functional and the def2-TZVPD basis.

```
20
C4H7Cl9 the ωB97M-V functional and the def2-TZVPD basis
C -0.7917 -0.5563 -0.7437
Cl -0.8496 -1.2614 0.8887
Cl -2.3502 -0.4104 -1.5075
Cl 0.2223 -1.6767 -1.7470
H -0.2767 0.3951 -0.7242
C -0.7965 1.0869 3.7195
Cl -1.7278 2.3850 4.4635
Cl 0.0861 1.7052 2.3034
H -0.0700 0.7017 4.4248
H -1.4527 0.2973 3.3725
C -1.0641 1.2404 -4.4922
Cl -0.1004 2.2012 -3.3576
Cl -1.5778 2.2109 -5.8845
H -0.4031 0.4844 -4.9031
H -1.8877 0.7655 -3.9784
C 2.6584 -1.8457 1.4754
Cl 2.8207 -0.8336 2.9222
Cl 1.9070 -3.4233 1.9060
H 2.0263 -1.3296 0.7672
H 3.6275 -2.1368 1.0949
```

Output
**HOMO-LUMO gap**: 11.263 eV
**Energy relative to the best compared isomer or geometry (same formula, charge and spin)**: 5.8 kcal per mole
**E_HOMO**: -10.95 eV
**Total charge**: 0

Löwdin population analysis, charges in e, atoms 1 to 4:
1 C -1.496
2 Cl 0.527
3 Cl 0.577
4 Cl 0.485